Entry from the Open Molecules 2025 dataset: C38H39BeNO2P2SiTe as an isolated structure (ωB97M-V with the def2-TZVPD basis set).

Structure (XYZ):
```
85
Properties=species:S:1:pos:R:3:lowdin_charge:R:1
Be -0.70867 -0.00216 -1.43323 0.00
Te 0.86625 1.75349 2.31390 1.19
C 2.08746 1.10501 3.92418 -0.55
C 3.33668 1.64600 4.20572 -0.15
C 4.05973 1.16059 5.28907 -0.19
N 3.63298 0.19095 6.09462 0.02
C 2.43649 -0.33041 5.81008 -0.18
C 1.63653 0.08401 4.75634 -0.13
C 0.62206 -0.13306 1.38374 -0.92
P -1.08637 -0.53873 1.84920 0.85
C -2.28578 0.28453 0.71611 -0.36
C -3.05351 -0.12240 -1.68432 -0.26
C -4.49265 0.41106 -1.59745 -0.16
C -4.31508 1.77692 -1.02940 -0.26
C -3.82779 2.04647 0.39242 -0.20
C -3.28686 0.97499 1.28099 -0.08
C -1.34092 -2.34878 1.57476 -0.37
C -0.48768 -3.27024 2.18322 -0.13
C -0.75011 -4.63262 2.15116 -0.12
C -1.89541 -5.10933 1.52349 -0.13
C -2.76419 -4.20178 0.92987 -0.11
C -2.48896 -2.84084 0.95424 -0.11
P 1.27579 -0.08688 -0.33250 0.96
C 2.06886 -1.70398 -0.70182 -0.34
C 2.46253 -1.98779 -2.00574 -0.10
C 3.07983 -3.19139 -2.31400 -0.11
C 3.30525 -4.13488 -1.31792 -0.12
C 2.90281 -3.86102 -0.01765 -0.09
C 2.29161 -2.65097 0.28795 -0.09
C 2.88526 0.81744 -0.20175 -0.40
C 3.30908 1.60106 -1.26604 -0.11
C 4.59600 2.13480 -1.29818 -0.11
C 5.48032 1.87215 -0.26509 -0.12
C 5.06803 1.08045 0.80547 -0.10
C 3.78631 0.56126 0.83402 -0.13
H 3.75193 2.43006 3.58390 0.08
H 5.04015 1.57389 5.51264 0.09
H 2.09291 -1.12499 6.46642 0.09
H 0.67988 -0.38998 4.56661 0.08
H -2.93941 -1.17196 -1.36169 0.11
H -5.05602 0.42669 -2.53419 -0.01
H -4.96035 2.57183 -1.40568 0.10
H -4.17915 2.96478 0.86288 0.11
H -3.57557 0.88439 2.32410 0.08
H 0.39564 -2.89994 2.69485 0.08
H -0.06102 -5.32507 2.62399 0.09
H -2.10900 -6.17215 1.49980 0.08
H -3.66157 -4.55291 0.43174 0.09
H -3.17215 -2.14097 0.48221 0.10
H 2.26611 -1.26322 -2.79013 0.11
H 3.37858 -3.39709 -3.33596 0.09
H 3.78158 -5.07872 -1.55747 0.08
H 3.05729 -4.59552 0.76505 0.09
H 1.96272 -2.42698 1.29533 0.07
H 2.61839 1.80798 -2.07718 0.09
H 4.90389 2.75045 -2.13578 0.09
H 6.48717 2.27311 -0.29166 0.09
H 5.75325 0.86393 1.61782 0.09
H 3.45979 -0.05370 1.66462 0.09
C -0.81877 -2.68962 -1.74862 -0.20
O -0.60155 -1.53020 -1.03317 -0.39
H -1.86242 -3.03834 -1.67994 0.07
H -0.19063 -3.50658 -1.36158 0.08
H -0.58104 -2.58264 -2.82155 0.07
C -3.15732 -0.46067 -4.28458 0.00
C -2.39663 -0.17298 -3.02610 -0.33
O -1.15879 -0.04394 -3.10463 0.03
H -3.07052 0.39186 -4.96253 0.09
H -4.20602 -0.63994 -4.06911 0.06
H -2.69231 -1.32276 -4.76649 0.08
C -3.35636 4.97759 -1.62361 -0.19
Si -2.03445 3.69358 -1.21955 0.51
C -0.93547 3.50450 -2.73436 -0.17
C -0.98924 4.42819 0.15531 -0.19
C -2.82707 2.11797 -0.77434 -0.34
C -2.10263 0.75963 -0.73486 -0.23
H -2.91079 5.97027 -1.74463 0.01
H -4.10321 5.03445 -0.82694 0.02
H -3.88066 4.71851 -2.54723 0.02
H -0.61328 4.47637 -3.12220 0.02
H -1.46903 2.97395 -3.52790 0.02
H -0.04394 2.91972 -2.49205 0.01
H -0.71358 5.46831 -0.04493 0.02
H -0.06747 3.85781 0.29690 -0.03
H -1.53770 4.38713 1.10098 0.03
```

Output
**Net charge**: -2
**HOMO-LUMO gap**: 3.8 eV
**ΔE to the lowest compared entry with this formula, charge and spin**: 291.7 kJ/mol
**M**: 768.38 g mol⁻¹

---

Entry from the Open Molecules 2025 dataset: C38H39F6IN7O4PPbS2Si as an isolated structure at a distorted geometry (ωB97M-V with the def2-TZVPD basis set).

Structure (XYZ):
```
100
Properties=species:S:1:pos:R:3:mulliken_spin:R:1
Pb 0.50052 -0.23823 -0.68108 0.00
N 2.93590 -2.73637 -3.59389 0.00
C 2.63488 -1.90428 -2.58803 0.00
S 1.54300 -2.55416 -1.37795 0.01
N 3.18257 -0.72591 -2.55539 0.00
N 2.80913 0.07071 -1.55085 0.00
C 3.61211 0.97262 -1.08395 0.00
C 4.91693 1.27452 -1.69841 0.00
C 6.10598 1.20917 -0.97614 0.00
C 7.30939 1.51289 -1.58783 0.00
C 7.34272 1.87578 -2.92498 0.00
C 6.16564 1.91684 -3.65605 0.00
C 4.96257 1.60618 -3.05036 0.00
C 3.20058 1.62992 0.15047 0.00
C 3.97102 2.63341 0.74900 0.00
C 3.61621 3.09948 2.00111 0.00
C 2.48941 2.57819 2.62411 0.00
C 1.74130 1.63276 1.93856 0.00
N 2.08467 1.18036 0.74503 0.00
H 2.71222 -3.71203 -3.48916 0.00
H 3.66148 -2.47192 -4.23990 0.00
H 6.08582 0.90274 0.05926 0.00
H 8.22625 1.45535 -1.02019 0.00
H 8.28512 2.11333 -3.39620 0.00
H 6.18964 2.18165 -4.70296 0.00
H 4.04396 1.62947 -3.61647 0.00
H 4.84565 3.01950 0.25144 0.00
H 4.21878 3.84540 2.49660 0.00
H 2.19476 2.89594 3.61087 0.00
H 0.84963 1.19453 2.36718 0.00
F -2.89617 1.74903 -1.52746 0.00
P -4.07753 1.17041 -0.60213 0.00
F -3.32583 -0.12184 -0.20207 0.00
F -5.00243 2.93547 -1.17737 0.00
F -5.40685 0.95946 0.19982 0.00
F -4.77197 0.61467 -1.90468 0.00
F -3.52600 2.11668 0.54385 0.00
I -1.06996 -2.40361 -6.77188 0.00
C -1.08907 -1.14941 -5.11077 0.00
C -1.69264 0.08432 -4.97851 0.00
N -1.40219 0.52204 -3.74398 0.00
N -0.66753 -0.36388 -3.07167 0.00
C -0.46707 -1.38726 -3.88302 0.00
H -2.29363 0.65281 -5.65613 0.00
H -1.77017 1.34728 -3.29030 0.00
H 0.08553 -2.24678 -3.56626 0.00
N 1.60984 3.34171 -2.19453 0.00
C 0.30067 3.74510 -2.23769 0.00
C -0.33753 4.24666 -1.09625 0.00
C -1.67700 4.57644 -1.12075 0.00
C -2.39978 4.41848 -2.29283 0.00
C -1.78746 3.94569 -3.44150 0.00
C -0.44931 3.60453 -3.41008 0.00
S -4.78138 3.66629 -2.71384 0.00
O -6.01997 4.26503 -2.96401 0.00
O -3.76816 4.73356 -2.28592 0.00
O -4.24270 2.64592 -3.51458 0.00
H 2.16426 3.64328 -1.41282 0.00
H 2.11037 3.25598 -3.06255 0.00
H 0.22354 4.38045 -0.18369 0.00
H -2.17048 4.97368 -0.24894 0.00
H -2.36586 3.85382 -4.34393 0.00
H 0.02471 3.22591 -4.30178 0.00
C 0.89830 -4.08620 2.17805 0.05
C -0.59782 -4.07962 1.99985 0.33
C -1.31765 -4.94240 3.00396 0.04
C -1.00180 -4.34446 0.57358 0.04
Si -1.11767 -2.08825 2.32573 0.16
O -0.26130 -1.22376 1.36377 0.14
C -0.59110 -2.00976 4.15554 0.11
C 0.65952 -1.53129 4.52523 -0.01
C 1.02407 -1.47666 5.85966 0.00
C 0.14424 -1.90940 6.83741 0.01
C -1.10799 -2.37929 6.47992 0.00
C -1.47286 -2.42539 5.14681 -0.01
C -2.99592 -1.84890 2.27007 0.05
C -3.96641 -2.72658 1.80880 -0.02
C -5.30739 -2.37876 1.80990 0.00
C -5.70291 -1.13974 2.27799 0.00
C -4.74940 -0.25279 2.74938 0.00
C -3.41361 -0.60369 2.73844 0.01
H 1.26749 -5.09948 2.00827 0.03
H 1.18773 -3.78409 3.18174 0.00
H 1.37454 -3.42904 1.45562 0.00
H -1.16100 -5.99152 2.74664 0.02
H -2.39116 -4.76884 3.00822 0.01
H -0.93339 -4.78731 4.00854 0.00
H -0.66333 -5.34477 0.29177 0.03
H -0.52948 -3.63918 -0.10514 0.00
H -2.07853 -4.30425 0.43114 0.00
H 1.34759 -1.20043 3.76092 -0.01
H 1.99362 -1.09441 6.14184 0.00
H 0.43367 -1.88593 7.87667 0.00
H -1.80410 -2.70627 7.23653 0.00
H -2.45450 -2.78275 4.87099 0.00
H -3.69870 -3.70557 1.43932 0.00
H -6.04457 -3.07811 1.44327 0.00
H -6.74468 -0.85837 2.26251 0.00
H -5.04807 0.71955 3.10988 0.00
H -2.67352 0.09798 3.09159 0.00
```

Output
**Net charge**: +1
**HOMO-LUMO gap (alpha / beta)**: 7.5 / 4.8 eV
**Multiplicity**: 2
**ΔE to the lowest compared entry with this formula, charge and spin**: 162.9 kJ/mol
**M**: 1229.06 g mol⁻¹

---

Entry from the Open Molecules 2025 dataset: C38H40Br2GaN2O2P as an isolated structure (ωB97M-V with the def2-TZVPD basis set).

Structure (XYZ):
```
86
Properties=species:S:1:pos:R:3:lowdin_charge:R:1
Ga -0.22073 -0.16869 1.40219 0.30
C 3.91879 -4.92485 -2.87628 -0.03
C 4.22568 -4.67034 -1.39368 -0.56
C 5.53898 -3.89554 -1.29326 -0.06
C 4.39144 -6.01167 -0.66513 -0.03
C 3.06459 -3.90300 -0.76600 -0.15
C 3.21743 -2.65329 -0.19180 -0.05
C 2.09724 -2.05728 0.35747 -0.48
Br 2.27991 -0.28444 1.08073 1.08
C 0.82223 -2.60190 0.38863 -0.35
O -0.20300 -1.94799 0.98004 -0.19
C 0.65071 -3.86092 -0.22255 -0.07
C 1.78005 -4.45828 -0.76605 0.05
C -0.72408 -4.53660 -0.29261 -0.52
C -1.22552 -4.85572 1.12245 -0.02
C -1.72677 -3.61932 -1.00879 -0.03
C -0.66862 -5.85377 -1.07172 -0.05
H 4.73979 -5.47658 -3.33560 0.09
H 3.79864 -3.98419 -3.41772 0.09
H 3.01036 -5.51374 -3.00904 0.08
H 6.33824 -4.47928 -1.74935 0.09
H 5.82272 -3.70966 -0.25524 0.09
H 5.49085 -2.94100 -1.82230 0.09
H 5.21931 -6.57083 -1.10276 0.09
H 3.49702 -6.63102 -0.74357 0.08
H 4.60732 -5.85785 0.39353 0.09
H 4.17246 -2.14942 -0.16636 0.11
H 1.66306 -5.42536 -1.23064 0.10
H -1.29969 -3.95494 1.73013 0.05
H -0.55853 -5.55978 1.62239 0.10
H -2.21801 -5.30694 1.07104 0.09
H -1.92006 -2.70777 -0.44582 0.06
H -2.67513 -4.14432 -1.13722 0.09
H -1.36095 -3.34782 -2.00266 0.10
H -0.01779 -6.58776 -0.59458 0.09
H -0.33680 -5.70623 -2.10093 0.10
H -1.67022 -6.28310 -1.10667 0.09
O 0.36359 1.90835 2.18417 -0.19
N 1.13233 2.64326 1.20589 0.06
C 0.38462 3.35658 0.47228 -0.08
C -1.08112 3.57514 0.54682 -0.21
C -1.50177 4.86398 0.84678 0.00
C -2.85675 5.16196 0.92284 -0.03
C -3.79807 4.17983 0.66636 -0.03
C -3.38892 2.89534 0.33214 -0.05
C -2.03480 2.58168 0.27536 -0.30
P -1.51534 0.93033 -0.23237 1.10
C -2.95940 -0.10522 -0.48927 -0.37
C -3.67935 -0.57466 0.61206 -0.10
C -4.77542 -1.39547 0.41689 -0.05
C -5.15302 -1.75126 -0.87339 -0.04
C -4.43980 -1.28548 -1.96713 -0.04
C -3.33798 -0.46261 -1.78062 -0.06
C -0.59187 1.05711 -1.76229 -0.36
C 0.23234 -0.00861 -2.12894 -0.08
C 0.92322 0.04194 -3.32780 -0.04
C 0.79375 1.15080 -4.15531 -0.04
C -0.03060 2.20743 -3.79307 -0.04
C -0.72934 2.16580 -2.59562 -0.07
H 0.97640 1.85948 2.93458 0.12
H 0.95578 3.91902 -0.26295 0.15
H -0.76674 5.63845 1.02764 0.13
H -3.17118 6.16690 1.16927 0.12
H -4.85330 4.41289 0.70629 0.12
H -4.12900 2.13994 0.10233 0.11
H -3.39710 -0.29132 1.62043 0.10
H -5.33811 -1.75859 1.26633 0.12
H -6.00934 -2.39506 -1.02345 0.12
H -4.73705 -1.56403 -2.96892 0.12
H -2.77521 -0.10916 -2.63500 0.12
H 0.32095 -0.88753 -1.49801 0.09
H 1.56046 -0.78374 -3.61491 0.12
H 1.33656 1.19022 -5.09017 0.12
H -0.13421 3.06324 -4.44613 0.12
H -1.37957 2.98743 -2.32042 0.12
Br -3.45465 -0.96308 7.11789 0.90
C -2.53126 -0.71122 5.52460 -0.66
C -1.94716 -1.78860 4.86959 -0.05
C -1.26721 -1.56083 3.69511 -0.05
N -1.14789 -0.32835 3.16044 0.00
C -1.72927 0.71442 3.79299 -0.08
C -2.42132 0.56182 4.96910 -0.06
H -2.01598 -2.79148 5.26527 0.13
H -0.79567 -2.36048 3.14124 0.11
H -1.63939 1.68135 3.31794 0.12
H -2.87105 1.42008 5.44686 0.12
```

Output
**Net charge**: +2
**HOMO-LUMO gap**: 7.4 eV
**ΔE to the lowest compared entry with this formula, charge and spin**: 0.0 kJ/mol
**M**: 817.25 g mol⁻¹